Entry 1:
C14H7AlCl5NO4 | ωB97M-V with the def2-TZVPD basis set

Structure (XYZ):
```
32
Properties=species:S:1:pos:R:3:forces:R:3
C 1.899698 -2.158886 0.032577 0.30 -0.38 0.09
C -1.592110 -0.663294 -3.845754 0.04 0.00 0.13
O 0.076304 4.647056 -0.147420 -0.47 0.16 0.11
C 2.277620 -4.135988 1.313767 -0.01 -0.03 0.02
Cl -3.142781 2.834041 -2.573156 0.00 0.07 0.01
C -0.453711 2.272004 0.168005 0.59 -0.21 0.47
H -0.341316 -2.270812 2.417275 0.00 0.02 -0.01
C -1.863227 0.695770 -1.433881 -0.19 -1.29 1.38
Cl -3.024768 1.171879 -5.198899 0.00 0.01 0.01
O -1.615369 0.086149 1.087370 2.30 -0.04 -0.79
H 2.136890 -1.500353 -0.798748 0.02 -0.04 -0.01
O 0.618167 1.426546 0.134938 -0.07 -0.10 0.53
C 0.508137 -2.598284 1.833082 -0.15 0.10 0.01
O -2.998153 2.235219 0.339565 0.71 0.32 -0.05
C -2.283859 0.559328 -3.769642 -0.06 0.09 -0.12
C 2.633454 -3.302637 0.259162 -0.07 0.05 0.02
C 3.020522 -5.404420 1.595134 0.00 0.00 0.01
C 1.191028 -3.757133 2.106573 0.01 -0.01 0.00
C -2.398709 1.292473 -2.600522 0.06 0.04 -0.02
Cl -1.859213 1.339830 0.130001 -2.87 1.27 -1.43
C -1.027853 -0.474316 -1.479626 0.14 0.23 -1.24
Cl 0.108490 -2.507029 -2.812395 0.00 0.03 0.01
H 3.413659 -5.396046 2.612447 0.00 0.00 0.00
H 3.847215 -5.546300 0.903144 0.00 0.00 0.00
H 2.348074 -6.259347 1.512658 0.00 0.00 0.00
Cl -1.517786 -1.553838 -5.317959 -0.02 -0.01 -0.05
H 3.463609 -3.544567 -0.389085 0.00 0.00 0.00
Al 0.077538 -0.247849 0.026877 -1.33 -0.15 1.23
N 0.858291 -1.814034 0.803379 0.53 0.41 -0.32
C -0.191405 3.697753 0.486533 0.56 -0.43 0.00
H 0.874289 -4.370199 2.939207 0.01 -0.01 0.00
C -0.928709 -1.097395 -2.700222 -0.04 -0.10 0.03
```
Positions in Å, forces in eV/Å.

Results
LUMO energy (spin up / spin down)   -1.338 / -1.338 eV
HOMO energy (spin up / spin down)   -5.3 / -5.3 eV
ΔE to the lowest compared entry with this formula, charge and spin   16.841 eV
Frontier orbital gap (spin up / spin down)   3.986 / 3.993 eV

---

Entry 2:
C3H32NO15S | ωB97M-V with the def2-TZVPD basis set

Structure (XYZ):
```
52
Properties=species:S:1:pos:R:3:forces:R:3
H -1.399088 -1.547870 2.261596 0.52 1.08 -0.01
H -2.124854 2.822984 -2.587063 -0.57 -0.53 0.54
H 2.284130 -0.186585 1.122864 0.41 1.12 0.28
H 0.521472 0.529192 2.113786 0.56 1.22 -2.07
H -1.659753 -2.700842 -1.458500 -0.62 -0.36 -0.02
O -3.812805 -0.786393 0.577928 -0.40 0.55 0.96
H -2.537579 -0.539213 -3.145809 -0.29 0.10 0.03
O -1.009932 -0.605740 0.508596 0.45 0.54 0.75
O -3.281222 1.014878 -1.463994 0.72 -0.07 -0.02
H -2.754035 2.820928 1.532775 -0.32 0.09 0.43
C 1.810086 0.610742 0.514171 0.47 -2.51 0.68
H 1.209682 -4.014439 -0.402345 -0.17 0.39 1.24
H -0.929824 -2.030304 -0.302188 0.02 0.10 -0.04
H -3.745679 -0.744706 -0.370532 0.00 -0.11 -0.72
O -2.892434 3.008280 0.604206 0.64 -0.06 -0.04
H -3.723810 0.167419 0.771925 -0.05 -0.68 0.03
H 2.204979 -1.396676 3.721683 -0.77 -0.33 -0.26
H 2.418758 -1.870159 -0.316652 1.22 0.23 0.44
H 1.297402 3.489198 -2.227174 0.67 0.66 1.25
O 3.368418 -1.812106 -0.029587 -0.75 -0.12 -0.96
O -1.479008 3.171972 -3.177609 -0.06 0.62 -0.96
C 2.628863 1.829327 0.237575 -1.18 0.07 -2.35
H 2.780663 2.347656 1.138381 0.34 0.56 1.29
H -3.444156 1.960637 -1.336133 -0.21 -0.39 0.20
O 1.915602 -3.940036 0.270215 0.18 -0.85 -0.62
H 1.132958 1.850388 -2.100673 0.23 1.37 0.21
H 0.546591 -1.463429 3.354839 0.83 -0.24 0.31
H -2.013583 2.751623 0.262160 -0.16 0.07 -0.32
H -1.498939 -2.582327 3.237117 -0.11 -0.78 0.84
N 0.610513 1.063939 1.179369 -3.00 -2.51 1.86
O 1.313382 -1.489793 -2.544653 1.33 0.72 0.47
O -0.803381 1.320881 -0.561750 -0.94 1.01 -1.73
H 1.551556 -0.105123 -0.302005 0.24 1.38 -0.55
H 1.924615 2.483729 -0.362754 1.11 -0.50 0.57
H 3.692180 -2.606106 -0.479980 0.13 0.14 0.40
H -1.457713 -1.455111 -2.560386 -2.02 -0.01 -1.64
H 1.376128 -2.341004 -2.957265 -0.38 -0.54 -0.31
H -0.302778 1.590500 3.763713 -1.51 0.19 -0.64
S 4.234916 1.621663 -0.553395 0.58 0.67 0.11
H 0.795617 0.641212 4.152414 0.21 0.14 0.01
H 0.419883 -1.180128 -2.588895 -0.65 -0.07 -0.14
O -0.891937 -2.807873 -0.902540 0.46 -0.26 0.07
H 4.114802 0.448559 -1.151414 -0.44 -0.48 -0.05
O -1.132150 -1.703933 3.196284 -0.50 -0.19 -1.11
H -2.383124 0.888824 -1.019056 -0.72 0.40 -0.73
O 0.556186 1.584111 4.126885 1.29 0.00 1.07
C -0.518539 0.540384 0.333972 1.82 -0.26 1.68
H 1.635287 -3.632707 1.141774 -0.58 0.00 -0.71
O 0.995389 2.685190 -2.592670 -0.39 -2.29 -1.59
H -0.652644 2.706514 -2.983690 0.12 0.21 0.18
O 1.368365 -0.943572 3.555419 0.05 0.30 0.03
O -2.259481 -1.464573 -3.200942 2.20 0.19 1.65
```
Positions in Å, forces in eV/Å.

Results
LUMO energy   2.341 eV
HOMO energy   -6.2 eV
Total charge   -1
Frontier orbital gap   8.583 eV

---

Entry 3:
C9H15NO2S | ωB97M-V with the def2-TZVPD basis set

Structure (XYZ):
```
28
Properties=species:S:1:pos:R:3:forces:R:3
C -1.947411 -0.627767 0.030885 0.53 1.01 -1.79
H 2.914282 2.507180 -0.964921 -2.04 0.68 0.60
H -0.620256 -0.242442 2.919521 -0.36 -1.11 -0.71
O 0.714734 -0.133495 -1.772737 0.17 -1.24 -0.37
H 0.746000 -0.478914 1.963679 1.12 -0.07 -0.37
C 1.769267 2.728334 -0.887141 1.55 -4.97 -2.58
H -2.386882 2.176172 0.157275 -0.65 -0.39 -0.21
C -0.563651 1.244287 0.324362 0.55 2.99 -1.43
H -1.089779 3.309008 -0.278667 0.56 -0.71 -0.41
C 1.518986 -0.780359 -1.063014 -0.17 1.95 -0.08
H 1.398684 2.409306 -1.935933 0.18 0.72 1.86
H -0.483817 -1.719978 1.639013 0.36 -0.07 1.57
H 0.794459 -2.537598 -1.265039 -1.07 -1.57 -0.91
H -2.087867 -2.538104 0.959611 0.15 -0.29 -0.39
H 2.594556 -2.596100 -1.815346 -1.08 0.20 0.23
C -2.600886 -1.914824 0.221773 -0.48 -0.58 1.77
O 1.706378 2.026355 1.611415 -0.47 -1.05 -0.03
N 2.146957 -0.204519 -0.045915 -0.99 2.78 2.29
H 2.060609 -2.590952 -0.096390 0.21 -0.02 -0.12
C 1.799443 -2.274013 -1.104934 1.10 0.96 0.14
C -0.292627 -0.682268 1.940333 -1.72 0.70 -0.46
H -2.727444 -2.391884 -0.736437 -0.17 -0.45 -0.07
C -0.992915 -0.010199 0.752086 -0.97 -2.35 0.75
H 1.512618 3.670307 -0.558923 -0.53 1.92 0.78
H -2.198241 -0.261276 -1.004388 0.36 0.47 1.38
S 1.237880 1.417942 0.367524 2.91 0.27 -2.26
H -3.572118 -1.766469 0.727588 -0.01 -0.03 -0.58
C -1.350959 2.262271 -0.085282 0.98 0.25 1.36
```
Positions in Å, forces in eV/Å.

Results
LUMO energy   0.199 eV
HOMO energy   -8.8 eV
SMILES   C=C(/C(C)=C/C)[S@@](C)(=O)=NC(C)=O
ΔE to the lowest compared entry with this formula, charge and spin   4.961 eV
Frontier orbital gap   9.029 eV

---

Entry 4:
C40H44AsN5PPdS | ωB97M-V with the def2-TZVPD basis set

Structure (XYZ):
```
93
Properties=species:S:1:pos:R:3:forces:R:3
H -3.331094 2.701193 1.289761 -0.01 0.01 0.00
H 2.221648 -3.476815 -4.786861 0.00 0.00 0.01
H 2.354158 1.713182 3.547458 -0.03 0.05 0.00
C -4.612577 1.493724 2.503746 -0.03 -0.02 0.03
C -0.944274 5.427969 -1.191607 0.01 -0.03 0.02
H 3.592763 0.487656 3.527093 0.00 -0.01 0.02
C 3.591114 -0.971547 1.278512 0.02 0.00 -0.06
H -1.394046 -0.162069 3.866343 -0.01 -0.03 0.01
H 1.634575 -0.022403 5.086297 -0.01 0.00 0.01
H -1.005476 6.244074 -1.899450 0.00 -0.01 0.00
H 3.000629 2.865912 1.403033 -0.07 0.03 -0.02
H -2.109860 6.441671 0.306298 0.00 0.00 0.00
C 5.102582 -0.719691 1.228523 0.01 -0.03 0.02
H 5.603243 -1.683635 1.140633 0.00 0.01 0.01
H -2.111250 -1.562368 -2.009950 0.00 0.00 -0.01
C -1.352046 -0.795854 -1.849629 0.05 -0.03 0.03
C 4.161684 2.307379 -0.341808 -0.06 -0.02 -0.03
C -4.687965 0.487519 3.459004 -0.02 0.02 -0.02
H 0.607541 -0.231422 3.665417 0.02 0.00 0.01
C -2.427132 -0.921680 0.363527 -0.07 -0.01 -0.01
C 0.096987 -2.852265 2.085600 -0.04 0.01 -0.02
H 2.253700 -2.930293 2.088112 0.07 0.04 -0.01
P 2.576282 0.542299 1.456336 0.09 -0.11 0.05
C 1.635426 -0.280632 4.028749 0.02 -0.01 -0.01
S 0.814876 1.838829 -1.114749 0.03 0.18 0.06
C 1.743631 -2.223472 -3.086809 -0.01 0.01 0.03
C -0.149877 3.235366 -0.621142 -0.02 -0.07 0.09
H 5.479650 -1.593132 -2.733671 -0.01 0.00 0.01
C 1.340142 -3.384052 2.418356 0.01 -0.03 0.04
H -1.953321 0.764362 -0.686311 -0.02 0.01 -0.01
H -1.939532 -5.302467 3.372560 0.01 0.00 0.00
H 0.263179 4.224883 -2.492541 -0.01 0.00 0.00
N -0.290950 -1.714147 1.344016 0.05 0.06 0.03
C -1.599236 -1.834346 1.188586 0.01 -0.04 0.05
N -1.539701 -0.149868 -0.526730 0.02 0.05 -0.08
C 2.196605 -1.434384 -2.028011 -0.04 -0.01 -0.01
H 3.251923 -1.584896 0.448188 0.00 0.00 0.03
As -0.521232 1.952079 1.877976 -0.01 -0.13 0.02
C 3.944916 -2.638793 -3.808464 0.00 -0.01 0.00
H 1.264147 4.280307 2.018770 0.02 0.00 0.00
H -0.649177 1.714669 4.906170 0.01 0.01 0.00
H -1.486459 -0.042627 -2.628517 0.01 0.02 0.00
C 0.208504 -5.240614 3.507571 0.00 0.00 0.00
C 1.100416 3.974436 3.045491 0.02 -0.02 -0.01
H -3.588360 -0.872545 4.704951 0.01 0.00 0.00
H 2.337463 -4.991399 3.391796 -0.01 0.00 0.00
C 0.287359 2.879747 3.344027 0.02 0.03 0.01
H -3.067133 -3.194160 1.802044 0.00 -0.01 0.01
H -0.279823 -2.553408 -3.712530 0.01 0.00 -0.01
C -0.792623 3.338945 0.603724 0.05 -0.03 -0.05
C 1.667613 4.703372 4.078413 0.00 0.00 0.01
H 4.650930 -3.102508 -4.483104 0.00 0.00 0.00
C 3.560778 -1.175527 -1.907500 -0.01 0.02 0.02
H -3.154157 -1.495354 -0.215892 0.00 -0.01 -0.01
C 0.013870 2.533665 4.664896 0.02 0.00 0.01
H -5.653135 0.166690 3.828291 0.00 0.00 0.00
H 3.425090 2.728913 -1.017163 -0.01 -0.01 -0.01
C -1.480211 4.503550 0.957205 -0.01 0.03 -0.01
C 1.417839 4.345547 5.398470 0.00 -0.01 0.00
C -1.047705 -3.580720 2.412022 -0.06 0.01 -0.01
C -1.029808 -4.767744 3.134313 -0.01 0.00 0.00
H 0.283426 -6.162222 4.067705 0.00 0.00 0.00
C 1.378422 -4.563614 3.132227 0.02 -0.01 0.00
H 3.937927 -0.479301 -1.177063 0.02 -0.02 -0.01
C 0.020191 -1.355636 -2.019428 -0.02 0.03 -0.01
H -1.934970 4.598174 1.936442 0.00 0.00 0.00
H 1.858187 4.918583 6.203745 0.00 0.00 -0.01
C -1.567561 5.541985 0.050680 0.02 -0.01 -0.03
H 5.419082 -0.107264 0.388687 -0.01 0.00 -0.03
H 3.378901 -1.511169 2.198596 -0.05 -0.03 0.01
H 4.959101 3.038741 -0.211921 -0.01 0.00 -0.01
C 2.543145 0.679041 3.275309 -0.02 0.04 -0.02
C -2.213006 1.326823 2.529354 -0.08 0.08 -0.02
H -5.516028 1.956038 2.128954 0.00 0.00 0.00
C 0.583353 3.273004 5.690333 0.01 0.01 0.00
C -3.527637 -0.098806 3.950585 0.03 0.00 -0.02
C -3.377035 1.917659 2.034889 0.05 0.01 0.01
H 4.599818 1.437122 -0.820910 0.03 -0.02 -0.01
C 2.595914 -2.859764 -3.980978 -0.01 -0.01 -0.02
N 0.357175 -2.146194 -3.044525 0.00 -0.02 -0.01
H 2.289245 5.560404 3.856338 0.00 0.00 0.00
N 1.071117 -0.950152 -1.333555 -0.02 -0.02 0.02
H 4.378789 1.874227 1.761619 0.02 0.06 -0.03
C 3.570265 2.012295 1.031966 -0.01 0.00 0.11
H 0.365723 3.020378 6.719455 0.00 0.00 0.00
C 4.417384 -1.787371 -2.798335 0.01 0.00 0.00
Pd 0.467979 0.183038 0.425209 0.03 -0.03 -0.06
H 1.959550 -1.316289 3.945650 0.00 0.00 -0.02
N -2.101123 -2.904949 1.813270 0.01 0.00 -0.01
C -2.287911 0.314522 3.484708 0.00 -0.02 -0.02
H -2.992745 -0.238977 0.991858 0.00 -0.01 0.00
C -0.232671 4.289312 -1.531543 -0.03 0.08 -0.04
H 5.464326 -0.254075 2.145532 0.00 0.02 -0.01
```
Positions in Å, forces in eV/Å.

Results
LUMO energy   -9.808 eV
HOMO energy   -16.0 eV
Total charge   +3
ΔE to the lowest compared entry with this formula, charge and spin   0.550 eV
Frontier orbital gap   6.241 eV